A 2-piece molecular cluster, C9H14 overall in a non-equilibrium geometry, computed with ωB97M-V/def2-TZVPD.

Computed properties:
**Highest occupied orbital energy**: -9.097 eV
**SMILES**: Cc1ccccc1.CC
**Max |F|**: 0.042 hartree/bohr
**Electronic energy**: -351.3029 Eh
**Energy relative to the best compared isomer or geometry (same formula, charge and spin)**: 17.1 kcal/mol
**HOMO-LUMO gap**: 10.12 eV
**LUMO level**: 1.02 eV
**Net charge**: 0

CARTESIAN COORDINATES (ANGSTROEM)
C 2.558 0.501 0.540
C 1.288 -0.274 0.427
C 1.334 -1.612 0.070
C 0.174 -2.388 0.037
C -1.025 -1.831 0.430
C -1.064 -0.542 0.955
C 0.064 0.240 0.873
H 3.495 -0.064 0.511
H 2.700 1.000 1.505
H 2.643 1.245 -0.246
H 2.261 -2.122 -0.087
H 0.265 -3.425 -0.250
H -1.907 -2.448 0.521
H -1.909 -0.294 1.584
H 0.193 1.225 1.294
C -1.533 2.909 -1.047
C -1.451 1.519 -1.658
H -2.344 3.442 -1.540
H -1.975 2.857 -0.046
H -0.670 3.565 -1.038
H -0.872 0.824 -1.056
H -2.400 0.990 -1.749
H -0.953 1.644 -2.618

Löwdin atomic charge list, values in e, 8 entries: -0.06 -0.28 -0.05 -0.08 -0.10 -0.10 -0.09 0.08